Run P
2 unconnected molecules or ions with the total composition C3H7N2S, computed with ωB97M-V/def2-TZVPD.

Values from the calculation:
charge = +1

```
13
Properties=species:S:1:pos:R:3:mulliken_charge:R:1
C -1.11935 -1.01639 0.55649 -0.0904
C 0.34285 0.74438 0.92832 -0.0903
C 0.86195 -0.11803 -0.15816 -0.7134
N -0.99232 0.11329 1.21489 -0.0642
N -0.04804 -1.26437 -0.21405 0.0126
S 0.21179 1.31422 -2.41637 -0.2100
H -1.92505 -1.62749 0.60590 0.4742
H 0.89071 0.63569 1.78489 0.3506
H 0.32239 1.78921 0.46675 0.2812
H 1.88217 0.10983 -0.57720 0.4843
H -1.47978 0.58965 1.89915 0.1729
H -0.04034 -2.06687 -0.81086 0.2519
H 1.09302 0.79688 -3.27975 0.1405
```



Run Q
2 unconnected molecules or ions with the total composition C3H7N2S, computed with ωB97M-V/def2-TZVPD.

Values from the calculation:
charge = +1

```
13
Properties=species:S:1:pos:R:3:mulliken_charge:R:1
C 0.08816 0.89224 -0.99745 0.6563
C 1.85486 -0.82965 1.45671 -0.1717
C -2.21544 0.39508 -0.53991 -0.7193
N 1.85054 -0.68865 0.21187 -0.4672
N -0.79602 0.08523 -0.58528 -0.1133
S 1.02312 1.96654 -1.53362 -0.1193
H 0.90106 -0.94268 1.95957 0.1837
H 2.74195 -0.83854 2.08333 0.2667
H -2.57399 0.31303 0.48689 0.3096
H -2.76434 -0.31077 -1.16475 0.3096
H -2.38589 1.40611 -0.90016 0.3133
H 2.76797 -0.61607 -0.22255 0.2242
H -0.49197 -0.83186 -0.25466 0.3275
```



Going by the energies, run Q is most stable and the next is 1.222 eV up.



Run P
10 unconnected molecules or ions with the total composition C6H32O10, computed with ωB97M-V/def2-TZVPD.

Values from the calculation:
structure (SMILES) = CC(C)O.CC(C)O.O.O.O.O.O.O.O.O

```
48
Properties=species:S:1:pos:R:3:mulliken_charge:R:1
O 1.56053 -1.75623 -2.62338 -0.6435
H 1.58823 -2.71484 -2.73199 0.2898
H 0.69246 -1.49477 -2.97770 0.3106
O -2.54402 -1.67902 1.36759 -0.5807
H -2.44964 -2.49346 1.88029 0.2619
H -3.47412 -1.64923 1.10415 0.2672
O -0.37585 -0.27191 0.05841 -0.4325
H -1.08940 -0.69805 0.56418 0.2026
H -0.46054 -0.60995 -0.84510 0.2973
O -2.81320 0.99719 2.76622 -0.6080
H -3.57825 0.82742 3.32596 0.2899
H -2.70453 0.19389 2.23090 0.3515
O 2.12932 1.93160 -1.31932 -0.6615
H 1.72013 1.85331 -0.42306 0.3222
H 2.94564 1.42050 -1.27508 0.3022
O -1.13096 -0.79884 -2.84718 -0.7149
H -0.82653 0.15495 -2.80437 0.5498
H -2.08164 -0.76231 -2.70988 0.2665
O 1.15141 1.74635 1.28251 -0.6868
H 0.71735 2.27562 1.96140 0.2940
H 0.56869 0.96655 1.17420 0.3541
O 3.46815 -1.19673 -0.51177 -0.6389
H 2.84190 -1.50768 -1.19650 0.3845
H 2.90856 -0.71725 0.10862 0.2864
C 0.95778 -3.54665 3.09859 -1.2554
C 1.17135 -2.38702 4.04335 0.6276
C -0.13413 -1.61210 4.25925 -1.1432
O 1.60395 -2.96640 5.29510 -0.5700
H 1.87319 -4.12482 2.96568 0.3332
H 0.68110 -3.19484 2.10416 0.2769
H 0.19433 -4.17625 3.55401 0.3507
H 1.94142 -1.67025 3.73354 0.2225
H -0.82507 -2.21786 4.84967 0.3809
H -0.60988 -1.26803 3.33946 0.0991
H 0.07114 -0.70027 4.83434 0.3635
H 1.62946 -2.27642 5.96595 0.3091
C 0.45458 3.46866 -4.14970 -1.3200
C -0.65555 3.03586 -3.18443 0.6894
C -1.98647 2.93136 -3.88671 -1.4461
O -0.31570 1.76085 -2.58719 -0.5811
H 0.17000 4.38241 -4.67257 0.3958
H 0.63608 2.64390 -4.84730 0.3091
H 1.40524 3.62453 -3.63971 0.3228
H -0.66119 3.74994 -2.34692 0.2228
H -2.78082 2.60080 -3.21723 0.3333
H -1.88727 2.17920 -4.67445 0.3310
H -2.22765 3.90865 -4.29360 0.4237
H 0.53041 1.83768 -2.10239 0.2607
```



Run Q
10 unconnected molecules or ions with the total composition C6H32O10, computed with ωB97M-V/def2-TZVPD.

Values from the calculation:
structure (SMILES) = CO.CO.CO.CO.CO.CO.O.O.O.O

```
48
Properties=species:S:1:pos:R:3:mulliken_charge:R:1
O -1.18312 1.01291 -3.09343 -0.6142
H -1.57455 1.56403 -3.77562 0.2963
H -1.75400 1.11884 -2.31470 0.4161
O 0.03691 -0.40433 4.19965 -0.5664
H 0.19950 -0.47447 5.14447 0.2541
H -0.77950 0.10785 4.13333 0.3180
O -2.38729 0.99521 -0.50282 -0.7184
H -1.79975 0.62741 0.17334 0.2443
H -2.92259 0.24150 -0.79954 0.4137
O 1.59190 -2.65445 3.00624 -0.6020
H 1.28343 -1.85754 3.45669 0.3736
H 1.83945 -3.26091 3.70853 0.2845
C -2.78189 1.11165 3.12202 -0.4034
O -2.09370 1.65018 4.27761 -0.5953
H -2.58010 0.04262 3.14480 0.1455
H -3.85238 1.29123 3.21451 0.3593
H -2.44999 1.54702 2.18197 0.1211
H -2.64508 2.34379 4.64538 0.3138
C 3.75957 1.82895 -1.81021 -0.3449
O 5.10405 1.87242 -1.36159 -0.5256
H 3.46069 2.77372 -2.24958 0.2713
H 3.51987 1.01147 -2.49795 0.2833
H 3.12076 1.64380 -0.93203 0.0289
H 5.32518 0.99805 -1.03205 0.2959
C -2.56241 -2.51868 -1.17047 -0.3974
O -3.48215 -1.46615 -1.45051 -0.5420
H -2.62203 -2.74183 -0.10790 0.2674
H -2.81570 -3.43083 -1.71618 0.3499
H -1.54400 -2.22566 -1.43553 0.0228
H -3.79809 -1.52410 -2.35536 0.2755
C 0.64079 -0.27571 -0.17897 -0.1463
O -0.19030 -0.02038 0.96477 -0.3377
H 0.33617 -1.13109 -0.78736 -0.1205
H 0.50211 0.61377 -0.79160 0.0718
H 1.69458 -0.39509 0.07834 0.3331
H -0.17163 -0.75402 1.58766 0.1533
C 0.82553 -4.10017 -2.89179 -0.4185
O 1.71829 -3.18918 -2.28248 -0.4726
H -0.23094 -3.83766 -2.75626 0.0794
H 1.01955 -4.10589 -3.96379 0.2392
H 0.96609 -5.12581 -2.53205 0.2916
H 1.81974 -3.41240 -1.35353 0.2902
C 0.96422 3.89420 -0.00338 -0.3169
O 1.68562 4.65465 -0.97451 -0.5303
H 1.14166 4.36439 0.96963 0.3189
H -0.10606 4.01027 -0.17967 0.2237
H 1.17690 2.82540 -0.02386 0.0133
H 2.59465 4.76103 -0.68421 0.3029
```



Going by the energies, run P is most stable and the next is 3.692 eV up.